ORCA calculation (ωB97M-V/def2-TZVPD) on one molecule with the formula C4H6N2O2 in a non-equilibrium geometry.

For the energy, the calculation gives -415.90991 hartree. As for the charge: 0. The SMILES is [H]/N=C/N1C[C@H]1C(=O)O. As for the highest occupied orbital energy: -10.19 eV. The relative energy (zero: lowest compared OMol25 entry of this formula, charge and spin) comes out at 82.0 kcal/mol. The value obtained for the molecular weight is 114.104 g mol⁻¹. Its HOMO-LUMO gap is 10.64 eV.

Geometry (Å):
C1 -1.4202 -0.5676 -0.8770
C2 -0.5611 -1.1645 0.1661
C3 -0.2358 -0.3119 1.3352
C4 1.5424 0.4185 -0.2088
H1 -0.9247 1.2475 -0.2702
H2 -0.5008 -2.2888 0.0931
H3 0.2879 -0.6551 2.4261
H4 -0.8423 0.6479 1.1841
H5 2.1097 -0.0188 -1.0135
H6 1.7994 2.1695 -0.5704
N1 0.8333 -0.6310 0.3947
N2 1.2892 1.6468 0.0627
O1 -1.4472 0.7620 -0.9099
O2 -1.9299 -1.2546 -1.8122

Löwdin atomic charge list, values in e, 5 entries: C -0.45; C -0.14; C -0.10; C -0.24; H 0.06



ORCA calculation (ωB97M-V/def2-TZVPD) on one molecule with the formula C4H6N2O2S3 in a non-equilibrium geometry.

For the energy, the calculation gives -1610.43590 hartree. As for the charge: 0. The SMILES is OCSc1nn(CO)c(=S)s1. As for the highest occupied orbital energy: -8.38 eV. The relative energy (zero: lowest compared OMol25 entry of this formula, charge and spin) comes out at 51.6 kcal/mol. The value obtained for the molecular weight is 210.305 g mol⁻¹. Its HOMO-LUMO gap is 8.45 eV.

Geometry (Å):
C1 1.0637 -2.7674 -0.4444
C2 0.5293 -0.1212 -1.3147
C3 -1.5322 1.5082 1.0675
C4 -0.4543 2.1218 -1.1212
H1 2.2410 -1.8386 0.9552
H2 0.2064 -2.2586 -0.0334
H3 0.8988 -3.6550 -0.7247
H4 -2.0545 2.1925 0.8078
H5 -2.1080 0.4020 1.3083
H6 -0.2902 0.6944 2.2895
N1 -0.2443 0.0003 -0.2256
N2 -0.7976 1.2677 -0.1047
O1 2.1015 -2.7634 0.4672
O2 -0.6783 1.7298 2.2276
S1 1.3856 -1.5404 -1.8255
S2 -0.8725 3.7079 -1.1180
S3 0.6056 1.3196 -2.2108

Löwdin atomic charge list, values in e, 5 entries: C -0.46; C -0.96; C -0.23; C -1.12; H 0.17



ORCA calculation (ωB97M-V/def2-TZVPD) on one molecule with the formula C4H6N2O3 in a non-equilibrium geometry.

For the energy, the calculation gives -491.10866 hartree. As for the charge: 0. The SMILES is [H]/N=C\N(O)C1=COCO1. As for the highest occupied orbital energy: -8.26 eV. The relative energy (zero: lowest compared OMol25 entry of this formula, charge and spin) comes out at 120.6 kcal/mol. The value obtained for the molecular weight is 130.103 g mol⁻¹. Its HOMO-LUMO gap is 8.96 eV.

Geometry (Å):
C1 2.2039 -0.2415 -0.0132
C2 -0.2044 0.0401 0.3038
C3 -0.6591 -1.0078 -0.4154
C4 -2.3341 0.2670 0.0517
H1 0.7861 2.4463 0.2308
H2 2.8957 0.2710 -0.6945
H3 1.8691 -1.8388 1.0858
H4 -0.1534 -1.7784 -0.9091
H5 -2.4784 0.7788 -0.9171
H6 -3.3332 0.3205 0.5746
N1 1.0567 0.5836 0.1764
N2 2.4815 -1.3755 0.3717
O1 1.1670 1.8029 -0.4353
O2 -2.0264 -1.0744 -0.2165
O3 -1.2710 0.8061 0.8061

Löwdin atomic charge list, values in e, 5 entries: C -0.27; C -0.25; C -0.02; C -0.21; H 0.15



ORCA calculation (ωB97M-V/def2-TZVPD) on a 2-piece molecular cluster, C4H6N2O4 overall in a non-equilibrium geometry.

For the energy, the calculation gives -566.16130 hartree. As for the charge: 0. The SMILES is COC#[N+][O-].COC#[N+][O-]. As for the highest occupied orbital energy (spin up / spin down): -8.82 / -8.82 eV. The relative energy (zero: lowest compared OMol25 entry of this formula, charge and spin) comes out at 237.0 kcal/mol. The value obtained for the molecular weight is 146.102 g mol⁻¹. Its HOMO-LUMO gap (spin up / spin down) is 8.66 / 8.66 eV.

Geometry (Å):
C1 -1.4644 -1.1245 -0.2303
C2 0.8430 0.2091 -0.3485
C3 -2.6866 0.8641 0.0717
C4 3.1706 -0.3182 -0.1888
N1 -1.1767 -2.1396 0.3179
N2 0.5281 1.2757 0.0480
O1 -0.0496 2.3005 0.2935
O2 -0.3644 -2.9504 0.6510
O3 -2.4048 -0.2794 -0.6929
O4 1.7318 -0.7187 -0.5747
H1 -2.5668 1.8634 -0.4242
H2 -2.0051 1.0080 0.9802
H3 -3.7477 0.8958 0.4608
H4 3.6423 -0.1890 -1.1055
H5 3.4885 -1.3083 0.2850
H6 3.0619 0.6116 0.4567

Löwdin atomic charge list, values in e, 5 entries: C -0.09; C -0.15; C -0.11; C 0.06; N -0.08